Density functional theory data (ωB97M-V/def2-TZVPD) for C29H33AsAuCl2N5O2Te as an isolated structure.

The geometry in XYZ format:
```
74
Properties=species:S:1:pos:R:3:forces:R:3:lowdin_spin:R:1
Au 2.197997 0.565330 -0.183815 -0.1 0.0 0.2 0.0895
C 1.135419 -0.775212 -2.849202 -0.1 0.0 -0.2 0.0001
N 1.808014 0.458112 -2.368847 0.2 -0.1 0.4 -0.0002
C 3.148373 0.554382 -3.029818 0.0 0.0 -0.2 0.0007
N 3.017558 0.553734 -4.479851 -0.1 0.0 0.1 0.0000
C 2.339082 -0.674127 -4.893024 0.0 0.0 0.1 0.0000
N 0.999534 -0.786763 -4.299488 0.0 0.1 0.0 0.0000
C 0.220190 0.393189 -4.694319 0.0 0.0 0.1 0.0000
N 0.856329 1.641557 -4.268339 0.0 -0.1 0.0 0.0001
C 0.999184 1.625169 -2.818171 -0.1 0.1 -0.1 0.0010
C 2.192855 1.698053 -4.874660 0.0 0.0 0.1 0.0000
H 0.141698 -0.812502 -2.404973 0.0 0.0 0.0 0.0000
H 1.715899 -1.641092 -2.528136 0.0 0.0 0.0 0.0000
H 3.762253 -0.282420 -2.701743 0.0 0.0 0.0 0.0001
H 3.621009 1.476159 -2.698805 0.0 0.0 0.0 0.0003
H 2.933355 -1.533296 -4.578042 0.0 0.0 0.0 0.0000
H 2.248638 -0.686076 -5.980035 0.0 0.0 0.0 0.0000
H -0.773510 0.328624 -4.244916 0.0 0.0 0.0 0.0000
H 0.114085 0.399606 -5.779925 0.0 0.0 0.0 0.0000
H 0.017671 1.560595 -2.352514 0.0 0.0 0.1 0.0002
H 1.499338 2.534038 -2.482747 0.0 0.0 0.0 0.0002
H 2.683564 2.619591 -4.559966 0.0 0.0 0.0 0.0000
H 2.088358 1.702300 -5.960438 0.0 0.0 0.0 0.0000
Cl 7.285944 2.686311 -1.139261 0.0 0.0 0.0 0.0005
C 5.942519 2.992809 -0.030589 0.0 -0.1 0.0 0.0041
Cl 6.417567 2.599955 1.650162 0.0 0.0 0.0 0.0292
C 4.696982 2.151596 -0.394045 -0.2 -0.1 0.0 0.0309
O 4.840817 0.930831 -0.553924 0.3 0.1 0.0 0.0217
O 3.617234 2.800833 -0.430911 0.3 0.2 0.0 0.0609
H 5.713054 4.048739 -0.048834 0.0 0.1 0.0 0.0000
Te 2.956616 1.174840 2.239220 -0.1 -0.2 -0.4 1.5895
C -4.857259 -1.069970 -1.448976 0.1 0.1 0.0 0.0000
C -3.903553 -0.220068 -2.302879 -0.1 -0.1 0.2 0.0000
C -2.702954 0.136115 -1.545021 0.0 0.0 0.0 0.0000
N -1.758527 0.362766 -0.931031 -0.2 0.0 -0.3 0.0005
H -5.638633 -1.494765 -2.076427 0.0 0.0 0.0 0.0000
H -5.320327 -0.462454 -0.672263 0.0 0.0 0.0 0.0000
H -4.314924 -1.881507 -0.964420 0.0 0.0 0.0 0.0000
H -4.389716 0.697772 -2.632239 0.0 0.0 0.0 0.0000
H -3.590641 -0.770084 -3.191286 0.0 0.0 0.0 0.0000
C -4.943108 1.433378 2.914953 0.0 0.0 0.0 0.0001
C -4.697092 0.091963 2.656187 0.0 0.0 0.0 0.0003
C -3.423617 -0.332139 2.295686 0.0 0.0 0.0 0.0013
C -2.376887 0.579927 2.202926 0.0 0.0 0.0 0.0063
C -2.644776 1.930745 2.422658 0.0 -0.1 0.0 0.0003
C -3.914732 2.356705 2.786476 0.0 0.0 0.0 0.0000
As -0.502382 0.132031 1.789779 -0.2 0.0 0.3 0.0328
C -0.666570 -1.789316 1.453343 -0.1 -0.1 0.1 0.0043
C -1.152996 -2.678413 2.414203 0.0 0.0 -0.1 0.0015
C -1.301864 -4.026459 2.119284 0.0 0.0 0.0 0.0002
C -0.965341 -4.505315 0.858506 0.0 0.0 0.0 -0.0001
C -0.463523 -3.634092 -0.097331 0.0 0.0 0.0 -0.0001
C -0.313603 -2.286388 0.204982 0.0 0.0 0.0 -0.0007
C 0.124256 -0.005524 3.662183 0.0 -0.1 0.1 0.0501
C -0.180718 0.989729 4.590716 0.1 0.0 -0.1 0.0123
C 0.347009 0.952561 5.873563 0.0 0.0 0.0 0.0044
C 1.188153 -0.084603 6.254359 0.0 0.0 0.0 0.0021
C 1.513766 -1.074145 5.338723 0.0 0.0 0.0 0.0106
C 0.991992 -1.031291 4.050788 0.0 0.1 0.0 0.0432
H -5.932920 1.759294 3.208396 0.0 0.0 0.0 0.0000
H -5.500400 -0.629952 2.741112 0.0 0.0 0.0 0.0001
H -3.253665 -1.379115 2.084164 0.0 0.0 0.0 0.0001
H -1.848716 2.657291 2.298211 0.0 0.0 0.0 -0.0002
H -4.104047 3.407134 2.970211 0.0 0.0 0.0 0.0000
H -1.406865 -2.316490 3.402762 0.0 0.0 0.0 0.0004
H -1.676719 -4.706114 2.875113 0.0 0.0 0.0 0.0000
H -1.086999 -5.555838 0.625047 0.0 0.0 0.0 0.0000
H -0.180820 -4.006666 -1.074829 0.0 0.0 0.0 0.0000
H 0.094610 -1.605023 -0.527134 0.0 0.0 0.0 -0.0007
H -0.827090 1.810877 4.310142 -0.1 0.0 0.0 -0.0002
H 0.102831 1.739273 6.577010 0.0 0.0 0.0 0.0003
H 1.592087 -0.118026 7.258563 0.0 0.0 0.0 0.0001
H 2.182833 -1.877528 5.622629 0.0 0.0 0.0 -0.0001
H 1.266817 -1.801140 3.341113 0.0 -0.1 0.0 0.0020
```
Forces are in eV/Å.

The spin multiplicity is 3. The charge is 0. The highest occupied orbital energy (alpha / beta) comes out at -7.60 / -7.47 eV. As for the orbital gap (alpha / beta): 0.2915 / 0.2021 Eh. Its expectation value of S² is 2.007.